# 1
65
Properties=species:S:1:pos:R:3:forces:R:3 method="wB97M-V/def2-TZVPD" spin_multiplicity=2 e_above_lowest_kj_mol=40.5 lumo_energy_ev="3.83 / 2.93" molar_mass_g_mol=856.2 charge=-2
Sn 12.18800 8.50265 9.17359 0.06 -0.42 0.12
O 16.14460 5.47970 10.78999 0.14 -0.10 0.48
C 17.00515 6.49823 10.94697 0.70 -0.20 -0.53
C 18.39125 6.21060 10.89374 -0.68 -0.48 0.07
C 19.32308 7.21059 10.90100 -0.33 0.95 -0.33
C 18.92010 8.55854 10.91024 -1.10 0.09 0.18
C 17.54769 8.85715 10.95501 0.53 -1.15 0.23
C 16.56820 7.81860 11.01454 1.55 1.07 -0.30
C 15.14445 8.17483 10.92156 -0.44 1.61 0.34
O 14.29411 7.34615 10.55907 -0.57 -1.62 -0.18
N 14.87602 9.44895 11.22718 0.51 0.59 0.12
N 13.58006 9.76023 11.07921 0.54 -1.23 0.00
C 13.12792 10.87648 11.47208 -0.13 -0.19 -1.31
C 11.69838 11.03333 11.31602 -1.64 0.38 0.93
C 11.13304 12.17673 11.86917 0.02 0.33 -0.35
C 9.75645 12.30824 11.99086 0.09 -0.64 -0.29
C 8.96333 11.27859 11.52008 0.03 -0.43 -0.47
C 9.58743 10.19554 10.86749 -0.34 0.90 0.65
N 10.88971 10.04655 10.83371 1.61 0.18 -0.27
H 15.26033 5.90439 10.78579 -0.47 -0.04 -0.30
H 18.72205 5.18030 10.78130 -0.27 0.10 0.09
H 20.35354 6.95168 10.77373 0.53 -0.04 0.14
H 19.62197 9.38555 10.88286 0.08 -0.22 -0.08
H 17.21295 9.88418 10.91182 -0.10 -0.09 0.09
H 13.73352 11.73850 11.74728 0.10 -0.23 0.39
H 11.78462 12.99606 12.15370 0.01 -0.13 0.18
H 9.35479 13.19922 12.43216 -0.30 0.24 0.17
H 7.88009 11.24785 11.56568 0.12 0.30 0.04
H 9.00969 9.45747 10.35907 -0.41 -0.53 -0.13
O 8.94608 5.83227 7.97417 -0.67 0.61 0.64
S 9.18330 6.91845 8.89096 0.50 2.45 -0.59
O 8.47138 7.02864 10.15598 0.38 -0.69 -0.96
O 10.70313 6.96528 9.09843 -0.05 0.13 0.59
O 9.06452 8.41254 8.20341 -1.24 -2.05 -0.24
O 19.47768 9.05522 7.47374 -0.69 -0.10 -0.53
C 18.60899 9.34082 6.44402 0.25 0.22 0.18
O 18.99490 10.09583 5.58839 -0.04 -0.22 -0.07
C 17.23426 8.75572 6.48167 -0.66 0.13 0.30
C 16.32735 9.11454 5.48402 0.02 -0.63 -0.70
C 14.97476 8.71341 5.48211 0.80 0.59 0.18
C 14.43905 8.05635 6.58435 2.25 -0.16 0.72
S 12.76662 7.68362 6.70305 -0.60 -0.48 0.48
C 15.40385 7.65412 7.58863 -1.60 0.04 -0.64
C 16.73031 7.98100 7.54500 0.57 0.67 -0.25
H 19.02473 8.49668 8.11603 0.06 -0.05 0.23
H 16.76750 9.63111 4.63574 -0.37 0.20 0.06
H 14.30894 8.97060 4.66564 0.26 0.14 -0.06
H 14.96883 7.07913 8.38508 0.28 -0.16 0.39
H 17.40136 7.73648 8.36370 -0.33 -0.37 0.11
F 12.09546 10.29898 8.40704 -0.19 0.47 -0.18
As 7.53264 9.17489 7.17165 2.08 -3.78 1.76
F 6.39607 7.86160 7.55343 0.84 0.39 -0.38
F 7.04035 9.85197 8.65288 -0.31 0.99 0.84
F 6.34736 9.96763 6.30781 -1.03 1.16 -1.01
F 8.74545 10.36662 6.97360 -0.10 0.95 -0.61
F 8.07718 8.29870 5.77388 -0.15 0.32 0.21
C 10.85280 12.60565 6.29511 -0.23 0.12 0.06
C 11.79356 11.87504 5.38586 0.82 -0.65 0.28
N 11.72833 10.53462 5.47248 -0.09 -0.06 -0.40
O 12.59856 12.41738 4.64466 0.12 0.64 -0.40
H 11.06198 13.66179 6.23762 -0.01 0.37 -0.23
H 10.98565 12.31223 7.34761 -0.28 -0.31 -0.46
H 9.84614 12.39005 5.91602 0.03 0.13 0.55
H 11.13773 10.12858 6.17837 0.16 -0.34 0.01
H 12.43603 9.97756 4.99266 -0.64 0.33 0.49

# 2
52
Properties=species:S:1:pos:R:3:forces:R:3 method="wB97M-V/def2-TZVPD" lumo_energy_ev=-4.41 molar_mass_g_mol=637.4 charge=+1
Au -0.19685 0.19601 1.38697 -0.08 -0.14 0.00
C 1.53460 -6.47894 0.63750 0.00 0.00 0.00
O 0.24678 -6.39179 1.24718 0.00 0.01 0.00
C -0.27014 -5.19060 1.48311 0.01 0.00 0.00
C -1.55342 -5.20041 2.09003 -0.01 0.00 0.00
C -2.15886 -4.02468 2.36503 0.00 -0.01 0.00
C -1.55942 -2.75748 2.06995 -0.01 0.02 0.01
C -2.28321 -1.59104 2.39161 0.02 -0.06 -0.01
C -3.63531 -1.65883 3.04331 0.00 0.01 0.01
O -1.92229 -0.37882 2.18527 0.05 0.08 0.00
C -0.26211 -2.77092 1.46465 0.00 0.02 -0.01
O 0.43392 -1.70956 1.14316 0.04 0.04 -0.01
C 0.35525 -3.99855 1.18003 0.01 0.00 0.00
H 1.74425 -7.53880 0.54411 0.00 0.00 0.00
H 2.29017 -6.00759 1.26727 0.00 0.00 0.00
H 1.52427 -6.01632 -0.35016 0.00 0.00 0.00
H -2.01334 -6.15152 2.31501 0.00 0.00 0.00
H -3.13546 -4.04561 2.82461 0.00 0.00 0.00
H -3.57532 -2.18592 3.99513 0.00 0.00 0.00
H -4.34272 -2.19009 2.40679 0.00 0.00 -0.01
H -3.99434 -0.64878 3.21417 0.00 0.00 0.00
H 1.33019 -3.96090 0.71925 0.00 0.00 0.00
N 1.87837 3.04247 -2.99773 -0.01 -0.01 -0.07
C 2.93663 2.30724 -2.58469 0.01 0.01 0.03
O 3.92877 2.10117 -3.24572 -0.02 0.00 0.01
C 2.82467 1.68486 -1.21207 0.06 -0.03 -0.01
C 3.99968 1.31705 -0.56668 -0.02 0.00 -0.02
C 3.93178 0.69170 0.66503 -0.01 0.00 0.00
C 2.69313 0.41980 1.20801 -0.04 0.00 0.04
N 1.56399 0.76697 0.57493 -0.01 0.12 -0.04
C 1.61915 1.39414 -0.61023 -0.03 -0.05 0.03
H 1.96980 3.50743 -3.88813 0.00 0.02 0.01
H 1.19405 3.40413 -2.35398 0.02 0.02 0.01
H 4.94318 1.51923 -1.05667 0.00 0.01 0.01
H 4.82329 0.40183 1.20122 -0.01 -0.01 0.01
H 2.57993 -0.08731 2.15482 0.01 -0.02 0.01
H 0.67296 1.62978 -1.07627 -0.02 -0.01 -0.01
O -2.09425 4.18791 -4.70426 -0.01 0.01 -0.01
C -1.43193 4.81550 -3.71912 0.07 -0.06 0.01
O -0.87305 5.85195 -3.93104 0.00 0.01 -0.01
C -1.37695 4.15470 -2.36425 -0.04 0.05 -0.02
C -0.61226 4.80263 -1.39655 -0.01 0.02 0.03
C -0.43783 4.24044 -0.14346 0.00 -0.02 -0.01
C -1.06537 3.03528 0.17343 0.04 -0.03 0.01
S -0.84599 2.36834 1.79472 0.01 0.00 0.06
C -1.87895 2.41365 -0.77213 0.02 0.02 -0.02
C -2.01645 2.96289 -2.03794 -0.01 -0.03 0.00
H -2.45948 3.34436 -4.41841 -0.04 0.00 0.01
H -0.14647 5.74444 -1.65601 0.01 -0.01 0.00
H 0.18324 4.72932 0.59613 0.00 0.00 -0.01
H -2.40621 1.50451 -0.51241 -0.01 0.00 -0.01
H -2.65407 2.44473 -2.74452 0.01 -0.01 0.00

# 3
45
Properties=species:S:1:pos:R:3:forces:R:3 method="wB97M-V/def2-TZVPD" e_above_lowest_kj_mol=0.0 lumo_energy_ev=-4.93 molar_mass_g_mol=458.2 charge=+1
Br -6.82301 3.44839 -1.47295 0.32 -0.20 0.06
C -5.19222 2.54908 -1.16366 0.49 -0.30 -0.06
C -5.16276 1.14669 -1.10556 0.40 0.08 0.10
C -3.94541 0.48256 -0.93469 -0.10 0.53 -0.37
C -2.73193 1.20375 -0.84907 -0.35 -0.03 0.58
C -1.45370 0.48273 -0.86542 -0.01 -0.52 -0.72
C -0.23240 1.20505 -0.88249 0.95 -0.15 0.21
C 1.00612 0.61679 -0.83347 -0.98 0.34 -0.31
C 2.23461 1.34702 -0.99688 1.24 0.57 -0.12
C 3.45641 0.63230 -1.10547 -0.40 0.51 0.13
C 4.67291 1.29456 -1.24596 -0.26 0.33 0.02
C 4.70298 2.69766 -1.28870 -0.51 -0.45 0.02
Br 6.35444 3.60094 -1.43240 -0.29 -0.15 0.01
C 3.50746 3.43096 -1.23069 -0.20 -0.44 0.05
C 2.28981 2.76589 -1.09198 0.35 -0.39 0.04
C -2.80146 2.61768 -0.77781 -0.40 -0.05 -0.26
C -4.01009 3.28567 -1.00482 0.25 -0.53 0.16
H -6.07796 0.58249 -1.23526 0.05 0.05 0.11
H -3.93304 -0.60935 -0.89893 -0.04 0.28 -0.21
H -1.46440 -0.51842 -1.30595 0.00 0.64 -0.15
H -0.28688 2.29214 -0.93952 0.02 -0.46 0.03
H 1.08370 -0.46191 -0.66932 -0.04 0.20 -0.19
H 3.42331 -0.45560 -1.08415 0.11 0.19 0.05
H 5.59525 0.73242 -1.31478 -0.04 0.04 -0.01
H 3.53094 4.51333 -1.28724 0.02 -0.12 0.01
H 1.37240 3.35590 -1.05067 0.38 -0.13 0.03
H -1.91222 3.21795 -0.57191 -0.37 -0.21 -0.28
H -4.02542 4.36713 -1.08371 -0.05 -0.13 0.20
C 2.27631 -4.78180 2.33347 0.15 -0.25 0.08
C 1.19818 -3.78770 2.02179 -0.26 0.22 -0.01
C 1.06572 -2.63038 2.79587 -0.19 0.06 -0.16
C 0.13630 -1.64455 2.46349 0.25 -0.13 -0.29
C -0.69216 -1.82264 1.34466 0.90 -0.53 0.10
N -1.46283 -0.74598 0.85388 -1.28 0.62 0.36
C -0.67067 -3.04042 0.65133 0.45 0.17 0.05
C 0.29664 -3.99715 0.97345 -0.21 0.21 0.11
H 2.26837 -5.60638 1.61545 0.03 0.10 0.13
H 3.27037 -4.31754 2.31121 -0.22 -0.06 -0.03
H 2.14248 -5.20341 3.33651 0.01 0.05 -0.16
H 1.71642 -2.51420 3.66327 -0.18 0.14 -0.21
H 0.07585 -0.72948 3.05384 0.00 -0.18 -0.16
H -2.44294 -0.98474 0.68720 0.32 0.19 0.47
H -1.36170 0.11166 1.38597 -0.33 -0.35 0.44
H -1.36456 -3.20589 -0.17146 0.17 0.00 0.08
H 0.37078 -4.92323 0.40353 -0.14 0.24 0.08

# 4
59
Properties=species:S:1:pos:R:3:forces:R:3 method="wB97M-V/def2-TZVPD" e_above_lowest_kj_mol=44.4 lumo_energy_ev=-1.01 molar_mass_g_mol=602.5
Ca -0.84841 0.28399 0.56142 0.44 0.50 0.99
C 1.82186 -1.13823 1.95240 -0.84 -0.03 0.85
N 0.70617 -0.42132 2.62796 1.40 1.85 -0.17
C 1.12254 0.84336 3.25261 1.43 0.33 0.34
C 1.68953 1.88824 2.24598 -0.13 0.05 0.98
N 0.81877 2.06564 1.09826 -0.26 -0.64 0.96
C 0.52679 3.31609 0.74153 -0.85 0.71 -0.37
C 1.40760 4.46546 0.68337 -1.20 -0.52 -0.35
F 2.66632 4.30136 1.14142 -0.06 0.37 -0.04
C 1.01961 5.64837 0.03963 -0.40 0.32 0.70
F 1.72753 6.81123 0.16735 -0.10 -1.17 -0.48
C -0.21883 5.69987 -0.60999 -0.30 -0.02 0.27
F -0.60131 6.74138 -1.39077 0.43 -0.07 0.46
C -1.13856 4.66075 -0.46010 1.31 0.32 -0.74
F -2.18019 4.67186 -1.27980 -0.94 0.02 0.12
C -0.82616 3.55519 0.28997 1.21 0.21 -0.60
F -1.73753 2.51753 0.23467 0.38 0.29 0.42
C 0.02390 -1.23067 3.59760 -0.62 -0.64 -0.55
C -0.89534 -2.17933 2.82354 0.82 -1.89 1.13
N -1.61782 -1.55871 1.75400 -0.36 -0.70 -0.83
C -2.55590 -2.35837 1.18837 -1.70 -0.41 0.69
C -2.90817 -3.72195 1.41412 -0.33 0.12 -0.28
F -1.98823 -4.56208 1.96848 -0.74 0.03 0.03
C -4.17315 -4.27406 1.04882 1.78 0.70 0.25
F -4.39631 -5.50813 1.44293 -0.36 -1.05 0.20
C -5.09124 -3.61607 0.26172 -0.80 -0.32 -0.38
F -6.27040 -4.22804 -0.14496 1.59 0.82 0.47
C -4.72735 -2.34117 -0.17373 0.23 -0.43 0.17
F -5.48127 -1.76196 -1.12917 0.44 0.32 0.63
C -3.56750 -1.79057 0.35956 0.41 1.30 -1.02
F -3.23105 -0.48922 -0.03099 -0.38 -0.27 -0.15
H 2.51203 -1.59516 2.68686 -0.10 0.19 -0.24
H 2.35364 -0.52768 1.23546 0.06 0.46 0.16
H 1.34624 -1.89764 1.36070 0.00 -0.72 -0.20
H 1.90911 0.74226 4.07569 -0.40 -0.42 -0.92
H 0.28536 1.19595 3.84688 -0.46 0.44 -0.45
H 2.69048 1.53167 1.95752 -0.02 0.23 0.07
H 1.81855 2.82935 2.85681 0.02 -0.81 -0.65
H -0.59532 -0.62563 4.28434 0.31 0.10 -0.53
H 0.73902 -1.77876 4.23980 -0.22 -0.09 -0.15
H -1.57680 -2.53399 3.61159 -0.18 -0.41 -0.24
H -0.30125 -3.10031 2.49716 -0.60 1.14 0.35
O -0.30704 1.09919 -1.61005 0.18 -0.32 -1.04
C 0.32739 0.06946 -1.83154 1.07 -1.86 1.44
O 0.55352 -0.86831 -0.92462 -0.24 1.40 -2.94
C 0.99413 -0.15267 -3.26228 -2.39 1.89 -0.17
N 1.06111 -1.58438 -3.59596 0.89 -1.20 0.42
C 2.32800 -1.86040 -4.35225 0.99 1.13 -0.67
C 3.23812 -0.57727 -4.13460 1.08 -0.33 0.44
C 2.38365 0.45457 -3.43944 -0.90 1.63 2.23
H 0.31184 0.33170 -4.01164 0.40 -0.59 0.71
H 0.26627 -1.92999 -4.13006 -0.16 0.21 0.21
H 1.10882 -2.13011 -2.72051 -0.37 0.44 0.26
H 2.08320 -1.90573 -5.40915 -0.13 -0.17 -0.04
H 2.73460 -2.83206 -4.05068 0.04 0.45 0.07
H 3.58888 -0.10538 -5.08804 -0.08 -1.05 0.72
H 4.10459 -0.77554 -3.43950 -0.72 -0.13 -1.17
H 2.28299 1.44272 -3.93133 0.09 -0.82 -0.21
H 2.68296 0.79370 -2.39739 0.35 -0.87 -1.14